The following is a quantum chemistry calculation of C36H51BrF5N5O3S2SiSnTe as an isolated structure in a non-equilibrium geometry, from the Open Molecules 2025 dataset.

Last column: Löwdin charge in e.
Cartesian coordinates (Å):
Sn 1.289 -0.498 -0.650  1.255
C -2.300 5.582 -5.561  -0.028
C -1.710 4.675 -4.522  -0.240
C -1.631 5.082 -3.189  -0.011
C -1.146 4.234 -2.212  -0.039
C -0.724 2.960 -2.581  -0.301
C -0.777 2.530 -3.901  -0.040
C -1.268 3.396 -4.862  -0.010
S -0.135 1.915 -1.322  0.585
O -0.257 0.509 -1.886  -0.445
O -0.848 2.149 -0.101  -0.299
N 1.415 2.072 -1.013  -0.136
C 2.252 1.812 -2.105  -0.430
C 2.667 2.759 -3.031  0.016
C 3.495 2.344 -4.059  -0.009
C 3.896 1.013 -4.136  -0.015
C 3.452 0.125 -3.181  -0.072
N 2.647 0.535 -2.188  -0.010
H -2.124 6.629 -5.321  0.087
H -3.380 5.433 -5.611  0.100
H -1.893 5.375 -6.549  0.087
H -1.963 6.075 -2.915  0.126
H -1.106 4.544 -1.176  0.116
H -0.454 1.533 -4.169  0.120
H -1.319 3.073 -5.894  0.126
H 2.335 3.783 -2.934  0.129
H 3.829 3.055 -4.802  0.127
H 4.548 0.668 -4.925  0.123
H 3.733 -0.917 -3.165  0.118
C -2.823 -3.542 -1.085  -0.083
C -2.871 -3.694 0.441  -0.620
C -4.120 -4.530 0.815  -0.069
C -1.624 -4.483 0.871  -0.096
Si -3.103 -2.019 1.294  0.760
Br -0.700 -1.120 1.088  0.538
C -4.095 -0.687 0.378  -0.616
C -4.204 0.607 1.198  -0.087
C -3.514 -0.296 -0.987  -0.091
C -5.514 -1.258 0.161  -0.069
C -3.197 -2.013 3.191  -0.627
C -2.446 -3.202 3.806  -0.087
C -2.657 -0.743 3.870  -0.110
C -4.698 -2.150 3.533  -0.071
H -2.681 -4.533 -1.524  0.099
H -1.991 -2.914 -1.413  0.073
H -3.749 -3.141 -1.494  0.071
H -4.050 -5.499 0.315  0.103
H -5.055 -4.069 0.497  0.076
H -4.181 -4.727 1.886  0.070
H -1.547 -5.362 0.226  0.098
H -1.682 -4.844 1.894  0.070
H -0.700 -3.918 0.755  0.025
H -3.226 1.065 1.361  0.071
H -4.700 0.465 2.157  0.067
H -4.808 1.319 0.629  0.097
H -2.504 0.092 -0.896  0.024
H -4.140 0.502 -1.398  0.100
H -3.512 -1.107 -1.708  0.069
H -6.022 -1.508 1.093  0.078
H -5.514 -2.141 -0.479  0.071
H -6.116 -0.497 -0.343  0.100
H -1.393 -3.223 3.520  0.078
H -2.896 -4.159 3.545  0.074
H -2.492 -3.112 4.894  0.098
H -1.581 -0.636 3.723  0.033
H -2.828 -0.839 4.945  0.096
H -3.145 0.171 3.542  0.061
H -5.153 -3.038 3.089  0.079
H -5.279 -1.280 3.229  0.070
H -4.799 -2.246 4.617  0.103
N 1.642 1.101 2.358  0.226
C 1.421 2.399 2.240  -0.268
C 0.193 2.966 2.703  0.018
C -0.008 4.310 2.596  -0.030
C 0.989 5.128 2.037  0.007
C 2.199 4.584 1.575  -0.033
C 2.424 3.241 1.663  0.011
H 0.941 0.519 2.798  0.090
H 2.492 0.652 1.964  0.051
H -0.560 2.312 3.125  0.128
H -0.932 4.752 2.943  0.126
H 0.826 6.195 1.969  0.125
H 2.954 5.235 1.156  0.124
H 3.351 2.794 1.330  0.114
N 8.768 -1.154 0.980  0.101
C 7.734 -1.988 1.175  -0.838
S 7.879 -3.606 1.332  0.749
C 6.388 -1.329 1.204  -0.209
C 6.088 -0.216 0.423  0.007
C 4.811 0.311 0.466  -0.137
N 3.846 -0.182 1.242  -0.015
C 4.142 -1.240 2.006  -0.122
C 5.379 -1.849 2.007  -0.014
H 9.697 -1.542 0.949  0.110
H 8.667 -0.154 0.981  0.105
H 6.814 0.211 -0.256  0.122
H 4.545 1.150 -0.169  0.106
H 3.342 -1.634 2.622  0.120
H 5.570 -2.727 2.608  0.107
F 0.919 -2.676 -1.484  -0.444
Te 2.593 -3.487 -0.792  1.789
F 3.985 -4.278 0.095  -0.310
F 1.905 -2.889 0.866  -0.432
F 1.558 -4.966 -0.469  -0.305
F 2.981 -4.241 -2.419  -0.315
O 3.249 -1.833 -1.102  -0.619

Values from the calculation:
LUMO (spin up / spin down) = -8.1513 / -7.7977 eV
total energy = -178042.987 eV
2S+1 = 1
charge = +2